Entry 1:
A cluster of 16 separate species, C35H72N6O10S in total, computed with ωB97M-V/def2-TZVPD.

Each atom is followed by the atoms it is bonded to, with distances in Å.
Positions of all 124 atoms, in Å:
1 C -0.34087 -24.30764 28.08363  O2 1.430, H3 1.090, H4 1.090, H5 1.090
2 O 0.61332 -24.80178 29.02718  C1 1.430, H6 0.960
3 H -0.00697 -23.30544 27.81493  C1 1.090
4 H -0.52038 -24.90469 27.18954  C1 1.090
5 H -1.28296 -24.23207 28.62662  C1 1.090
6 H 0.46999 -24.37381 29.87447  O2 0.960
7 C -4.57159 -25.09668 29.04477  O8 1.462, H9 1.090, H10 1.090, H11 1.090
8 O -3.62395 -25.42312 27.98048  C7 1.462, H12 0.960
9 H -5.08048 -24.18864 28.72135  C7 1.090
10 H -5.42032 -25.78038 29.06204  C7 1.090
11 H -4.08765 -25.15224 30.01987  C7 1.090
12 H -3.09700 -26.18419 28.23481  O8 0.960
13 C -2.34560 -25.17294 20.04389  O14 1.410, H15 1.090, H16 1.090, H17 1.090
14 O -2.51829 -23.96121 19.34302  C13 1.410, H18 0.960
15 H -1.58223 -24.99242 20.80070  C13 1.090
16 H -3.23698 -25.67418 20.42109  C13 1.090
17 H -1.82024 -25.87610 19.39762  C13 1.090
18 H -1.69363 -23.78394 18.88463  O14 0.960
19 C -2.17233 -20.79326 28.79783  O20 1.412, H21 1.090, H22 1.090, H23 1.090
20 O -3.36610 -20.27462 29.34584  C19 1.412, H24 0.960
21 H -2.23753 -21.46282 27.94020  C19 1.090
22 H -1.73073 -19.83995 28.50747  C19 1.090
23 H -1.69157 -21.37128 29.58705  C19 1.090
24 H -3.29701 -20.42585 30.29134  O20 0.960
25 C -0.45011 -27.99592 28.66559  O26 1.389, H27 1.090, H28 1.090, H29 1.090
26 O -1.27106 -27.19533 29.45009  C25 1.389, H30 0.960
27 H -0.85276 -28.98533 28.44864  C25 1.090
28 H -0.39952 -27.52107 27.68576  C25 1.090
29 H 0.49150 -28.26439 29.14453  C25 1.090
30 H -0.61126 -26.60905 29.82766  O26 0.960
31 C -4.11867 -17.32777 28.21849  O32 1.410, H33 1.090, H34 1.090, H35 1.090
32 O -4.16084 -18.52665 27.47750  C31 1.410, H36 0.960
33 H -4.61673 -17.46778 29.17788  C31 1.090
34 H -3.16607 -16.81476 28.35075  C31 1.090
35 H -4.71265 -16.53929 27.75635  C31 1.090
36 H -3.90506 -19.29845 27.98790  O32 0.960
37 C -7.94392 -26.75801 22.28908  O38 1.412, H39 1.090, H40 1.090, H41 1.090
38 O -8.95098 -27.43363 23.01316  C37 1.412, H42 0.960
39 H -7.08022 -27.37381 22.03823  C37 1.090
40 H -8.34880 -26.46166 21.32143  C37 1.090
41 H -7.60368 -25.81627 22.71975  C37 1.090
42 H -8.69172 -27.56183 23.92856  O38 0.960
43 C -6.42695 -17.74722 25.04625  O44 1.455, H45 1.090, H46 1.090, H47 1.090
44 O -6.44963 -17.46612 23.61839  C43 1.455, H48 0.960
45 H -5.84217 -18.65998 25.16030  C43 1.090
46 H -6.00302 -17.00458 25.72216  C43 1.090
47 H -7.40553 -17.90455 25.49982  C43 1.090
48 H -7.28412 -17.04528 23.39905  O44 0.960
49 C -7.31311 -26.88480 26.36541  O50 1.409, H51 1.090, H52 1.090, H53 1.090
50 O -7.70470 -27.79149 25.36117  C49 1.409, H54 0.960
51 H -6.33110 -27.20157 26.71673  C49 1.090
52 H -6.99507 -25.95451 25.89478  C49 1.090
53 H -7.93989 -26.77693 27.25062  C49 1.090
54 H -6.90687 -28.03648 24.88679  O50 0.960
55 N -8.29141 -22.17735 23.48249  C56 1.386, C59 1.332, H60 1.010
56 C -8.34670 -21.20289 22.49877  N55 1.386, C57 1.367, H61 1.080
57 C -9.62902 -20.72978 22.50963  C56 1.367, C58 1.444, H62 1.080
58 C -10.28652 -21.36904 23.62459  C57 1.444, C59 1.377, H63 1.080
59 C -9.47752 -22.40055 24.04666  N55 1.332, C58 1.377, H64 1.080
60 H -7.46901 -22.62547 23.86057  N55 1.010
61 H -7.40381 -20.88023 22.08256  C56 1.080
62 H -10.03223 -19.95086 21.87946  C57 1.080
63 H -11.26777 -21.02515 23.91666  C58 1.080
64 H -9.62258 -23.18216 24.77771  C59 1.080
65 N -1.16585 -20.66232 24.64552  C66 1.344, C69 1.362, H70 1.010
66 C 0.08984 -20.42137 24.23147  N65 1.344, C67 1.388, H71 1.080
67 C 0.40479 -19.07684 24.09132  C66 1.388, C68 1.361, H72 1.080
68 C -0.83688 -18.52959 24.19823  C67 1.361, C69 1.381, H73 1.080
69 C -1.75986 -19.43701 24.68096  N65 1.362, C68 1.381, H74 1.080
70 H -1.51552 -21.57587 24.89701  N65 1.010
71 H 0.77661 -21.25475 24.24668  C66 1.080
72 H 1.34376 -18.56876 23.92825  C67 1.080
73 H -1.10185 -17.48600 24.11387  C68 1.080
74 H -2.79346 -19.29280 24.95895  C69 1.080
75 N -5.73602 -23.74031 19.45862  C76 1.352, C79 1.352, H80 1.010
76 C -6.59560 -22.86502 20.02763  N75 1.352, C77 1.386, H81 1.080
77 C -7.89294 -23.35213 20.03820  C76 1.386, C78 1.426, H82 1.080
78 C -7.77866 -24.59716 19.35240  C77 1.426, C79 1.425, H83 1.080
79 C -6.39900 -24.87031 19.12564  N75 1.352, C78 1.425, H84 1.080
80 H -4.73595 -23.60036 19.43949  N75 1.010
81 H -6.14648 -21.93319 20.33804  C76 1.080
82 H -8.83575 -22.87845 20.26872  C77 1.080
83 H -8.61140 -25.23506 19.09548  C78 1.080
84 H -5.79623 -25.63066 18.65136  C79 1.080
85 N -3.92205 -23.86574 25.26385  C86 1.393, C89 1.373, H90 1.010
86 C -4.43608 -24.23210 24.02207  N85 1.393, C87 1.382, H91 1.080
87 C -4.96615 -23.04223 23.55981  C86 1.382, C88 1.387, H92 1.080
88 C -4.94842 -22.04709 24.52558  C87 1.387, C89 1.397, H93 1.080
89 C -4.26162 -22.58314 25.61703  N85 1.373, C88 1.397, H94 1.080
90 H -3.27643 -24.48329 25.73493  N85 1.010
91 H -4.32187 -25.26522 23.72878  C86 1.080
92 H -5.39426 -23.05642 22.56838  C87 1.080
93 H -5.30973 -21.04166 24.36760  C88 1.080
94 H -3.89239 -22.02517 26.46482  C89 1.080
95 N -4.47620 -23.15371 32.58590  C96 1.329, C99 1.353, H100 1.010
96 C -4.58866 -22.44310 33.70348  N95 1.329, C97 1.396, H101 1.080
97 C -5.40059 -21.32556 33.50307  C96 1.396, C98 1.388, H102 1.080
98 C -5.44266 -21.28016 32.11630  C97 1.388, C99 1.382, H103 1.080
99 C -5.02946 -22.47350 31.55565  N95 1.353, C98 1.382, H104 1.080
100 H -4.09946 -24.08143 32.45352  N95 1.010
101 H -4.31033 -22.92400 34.62958  C96 1.080
102 H -5.81316 -20.67373 34.25892  C97 1.080
103 H -5.85104 -20.47198 31.52769  C98 1.080
104 H -5.03234 -22.78880 30.52271  C99 1.080
105 N -4.08334 -20.52177 21.16950  C106 1.391, C109 1.381, H110 1.010
106 C -4.12662 -20.52278 19.77872  N105 1.391, C107 1.365, H111 1.080
107 C -5.00162 -19.57109 19.34005  C106 1.365, C108 1.409, H112 1.080
108 C -5.47145 -18.93068 20.50432  C107 1.409, C109 1.352, H113 1.080
109 C -4.96596 -19.54839 21.59568  N105 1.381, C108 1.352, H114 1.080
110 H -3.52785 -21.14608 21.73674  N105 1.010
111 H -3.59097 -21.25877 19.19753  C106 1.080
112 H -5.25655 -19.34189 18.31590  C107 1.080
113 H -6.05428 -18.02158 20.51932  C108 1.080
114 H -5.16706 -19.42228 22.64928  C109 1.080
115 C -2.89935 -28.62920 25.70514  S116 1.871, H119 1.090, H120 1.090, H121 1.090
116 S -4.61443 -29.03691 25.07895  C115 1.871, O117 1.537, C118 1.880
117 O -5.18741 -27.85463 24.28149  S116 1.537
118 C -4.12581 -30.38013 23.85745  S116 1.880, H122 1.090, H123 1.090, H124 1.090
119 H -3.04681 -27.90842 26.50940  C115 1.090
120 H -2.30804 -28.17492 24.91011  C115 1.090
121 H -2.35609 -29.48053 26.11528  C115 1.090
122 H -5.05953 -30.81251 23.49785  C118 1.090
123 H -3.34423 -31.04940 24.21708  C118 1.090
124 H -3.83674 -29.68362 23.07043  C118 1.090

The calculation puts the HOMO-LUMO gap at 6.94 eV. Its HOMO energy is -7.3 eV. Its charge is 0. As for the total energy: -77703.8823 eV. For the LUMO energy, the calculation gives -0.31 eV.

Entry 2:
A cluster of 22 separate species, C25H32Cl63N3OP in total, computed with ωB97M-V/def2-TZVPD.

Each atom is followed by the atoms it is bonded to, with distances in Å.
Positions of all 125 atoms, in Å:
1 C 7.48891 3.78335 3.84711  P2 1.834, H10 1.087, H11 1.085, H12 1.083
2 P 6.28544 5.16457 3.92718  C1 1.834, O3 1.649, N4 1.745
3 O 6.76155 6.11570 5.18789  P2 1.649, H13 0.969
4 N 4.75536 4.55125 4.50095  P2 1.745, C5 1.492, C8 1.387
5 C 4.35855 3.14549 4.19461  N4 1.492, C6 1.545, H14 1.075, H15 1.095
6 C 2.89333 3.22284 4.67928  C5 1.545, N7 1.508, H16 1.087, H17 1.077
7 N 2.62253 4.70524 4.63139  C6 1.508, C8 1.313, H18 1.016
8 C 3.65329 5.24333 4.02160  N4 1.387, N7 1.313, N9 1.331
9 N 3.64468 6.20460 3.10092  C8 1.331, H19 1.009, H20 1.007
10 H 7.30980 3.02056 4.60051  C1 1.087
11 H 8.47180 4.21712 3.99835  C1 1.085
12 H 7.47026 3.38719 2.83949  C1 1.083
13 H 7.66409 6.42965 5.02535  O3 0.969
14 H 4.94361 2.34180 4.60343  C5 1.075
15 H 4.25788 3.12854 3.10443  C5 1.095
16 H 2.93293 2.96409 5.73400  C6 1.087
17 H 2.15923 2.73089 4.06327  C6 1.077
18 H 1.69712 4.96397 4.30169  N7 1.016
19 H 3.13782 6.01366 2.25018  N9 1.009
20 H 4.14139 7.07332 3.21046  N9 1.007
21 C 0.00333 0.33575 2.88275  Cl22 1.768, Cl23 1.759, Cl24 1.766, H25 1.082
22 Cl -0.68910 1.44809 4.07000  C21 1.768
23 Cl -0.08146 1.02666 1.26704  C21 1.759
24 Cl 1.67307 -0.04756 3.31204  C21 1.766
25 H -0.57311 -0.58036 2.89432  C21 1.082
26 C 11.23021 1.72692 2.99406  Cl27 1.764, Cl28 1.768, Cl29 1.768, H30 1.084
27 Cl 11.06823 0.40790 1.83394  C26 1.764
28 Cl 10.84619 3.27853 2.23855  C26 1.768
29 Cl 10.19661 1.44717 4.40065  C26 1.768
30 H 12.26073 1.76361 3.32901  C26 1.084
31 C 8.51022 3.76086 -1.11950  Cl32 1.763, Cl33 1.770, Cl34 1.761, H35 1.082
32 Cl 7.28133 3.61519 -2.37467  C31 1.763
33 Cl 7.89448 4.70008 0.24867  C31 1.770
34 Cl 9.04890 2.17451 -0.57665  C31 1.761
35 H 9.35967 4.28750 -1.53418  C31 1.082
36 C -3.50964 4.22210 3.69223  Cl37 1.763, Cl38 1.776, Cl39 1.760, H40 1.082
37 Cl -3.54214 4.49376 1.95022  C36 1.763
38 Cl -2.10718 5.02760 4.42684  C36 1.776
39 Cl -5.00349 4.77839 4.43721  C36 1.760
40 H -3.41829 3.15849 3.86960  C36 1.082
41 C -6.29018 6.17448 7.88150  Cl42 1.763, Cl43 1.770, Cl44 1.765, H45 1.081
42 Cl -7.51626 6.03622 6.62158  C41 1.763
43 Cl -6.86214 7.20978 9.19776  C41 1.770
44 Cl -5.84162 4.58062 8.49338  C41 1.765
45 H -5.41134 6.63111 7.44942  C41 1.081
46 C -2.36968 0.45649 -1.68419  Cl47 1.764, Cl48 1.767, Cl49 1.764, H50 1.082
47 Cl -3.61175 0.31894 -2.92978  C46 1.764
48 Cl -2.91389 1.50817 -0.37323  C46 1.767
49 Cl -1.93108 -1.13772 -1.07045  C46 1.764
50 H -1.48994 0.89982 -2.13281  C46 1.082
51 C -9.25216 6.61234 12.45380  Cl52 1.765, Cl53 1.763, Cl54 1.765, H55 1.082
52 Cl -10.95451 6.72237 12.00158  C51 1.765
53 Cl -8.80668 7.93368 13.53290  C51 1.763
54 Cl -8.90917 5.05130 13.20207  C51 1.765
55 H -8.65696 6.69461 11.55383  C51 1.082
56 C -1.51941 -2.42728 -4.66496  Cl57 1.759, Cl58 1.766, Cl59 1.767, H60 1.083
57 Cl -1.48637 -4.09561 -4.10703  C56 1.759
58 Cl -0.11591 -1.53919 -4.06590  C56 1.766
59 Cl -1.59325 -2.36728 -6.42930  C56 1.767
60 H -2.41132 -1.95545 -4.27278  C56 1.083
61 C 7.00240 8.62784 -1.32875  Cl62 1.762, Cl63 1.769, Cl64 1.762, H65 1.082
62 Cl 5.86790 9.89206 -1.79550  C61 1.762
63 Cl 6.34202 7.64704 -0.01247  C61 1.769
64 Cl 7.41113 7.60883 -2.70746  C61 1.762
65 H 7.90921 9.09894 -0.97385  C61 1.082
66 C 13.69450 4.15571 4.90890  Cl67 1.766, Cl68 1.762, Cl69 1.770, H70 1.082
67 Cl 12.54756 5.39775 4.40001  C66 1.766
68 Cl 13.02984 3.19845 6.23104  C66 1.762
69 Cl 14.13596 3.11547 3.54717  C66 1.770
70 H 14.59200 4.64611 5.26118  C66 1.082
71 C -0.24743 -7.27456 -2.06464  Cl72 1.764, Cl73 1.770, Cl74 1.761, H75 1.081
72 Cl -1.95972 -7.13254 -2.46600  C71 1.764
73 Cl 0.24925 -5.96908 -0.97784  C71 1.770
74 Cl 0.09992 -8.84518 -1.34884  C71 1.761
75 H 0.32119 -7.18731 -2.97960  C71 1.081
76 C -4.06280 -8.82466 -5.79007  Cl77 1.762, Cl78 1.768, Cl79 1.769, H80 1.082
77 Cl -4.43169 -9.86844 -4.41897  C76 1.762
78 Cl -3.93962 -7.13890 -5.27242  C76 1.768
79 Cl -2.57312 -9.35089 -6.58665  C76 1.769
80 H -4.87064 -8.90267 -6.50504  C76 1.082
81 C -1.17989 0.17226 -9.05049  Cl82 1.765, Cl83 1.764, Cl84 1.764, H85 1.081
82 Cl -0.13437 1.25866 -8.13236  C81 1.765
83 Cl -2.66314 0.99285 -9.53903  C81 1.764
84 Cl -0.33206 -0.47911 -10.45311  C81 1.764
85 H -1.44895 -0.65303 -8.40660  C81 1.081
86 C -3.70554 9.31063 6.20517  Cl87 1.763, Cl88 1.768, Cl89 1.762, H90 1.082
87 Cl -5.13411 9.17760 7.23053  C86 1.763
88 Cl -3.37511 7.74935 5.44366  C86 1.768
89 Cl -3.91231 10.57306 4.99322  C86 1.762
90 H -2.86040 9.57254 6.82753  C86 1.082
91 C 0.99464 -9.34831 -5.90594  Cl92 1.762, Cl93 1.768, Cl94 1.765, H95 1.081
92 Cl 0.63902 -10.37896 -4.52123  C91 1.762
93 Cl 1.12771 -7.65207 -5.42595  C91 1.768
94 Cl 2.47338 -9.87615 -6.71212  C91 1.765
95 H 0.17759 -9.43307 -6.60873  C91 1.081
96 C -13.16360 3.81667 13.01581  Cl97 1.765, Cl98 1.764, Cl99 1.765, H100 1.082
97 Cl -14.38073 3.65655 11.74762  C96 1.765
98 Cl -13.76305 4.82165 14.33557  C96 1.764
99 Cl -12.66975 2.23024 13.61136  C96 1.765
100 H -12.29511 4.30245 12.59099  C96 1.082
101 C -5.63176 -6.84331 -8.74985  Cl102 1.768, Cl103 1.766, Cl104 1.759, H105 1.082
102 Cl -6.52771 -8.35454 -8.55385  C101 1.768
103 Cl -3.89774 -7.11665 -8.55372  C101 1.766
104 Cl -5.96940 -6.11509 -10.31543  C101 1.759
105 H -5.95617 -6.15625 -7.97891  C101 1.082
106 C 4.01531 -10.87401 -10.31845  Cl107 1.764, Cl108 1.765, Cl109 1.764, H110 1.082
107 Cl 3.14989 -12.39275 -10.08074  C106 1.764
108 Cl 5.75638 -11.11451 -10.16254  C106 1.765
109 Cl 3.62055 -10.16736 -11.88612  C106 1.764
110 H 3.69995 -10.18234 -9.54849  C106 1.082
111 C -9.64387 -5.51414 -8.15331  Cl112 1.764, Cl113 1.770, Cl114 1.762, H115 1.082
112 Cl -9.58440 -7.20254 -7.64726  C111 1.764
113 Cl -8.26785 -4.61305 -7.50049  C111 1.770
114 Cl -9.69656 -5.38642 -9.90964  C111 1.762
115 H -10.54857 -5.07446 -7.75587  C111 1.082
116 C 0.17508 -11.42632 1.92294  Cl117 1.764, Cl118 1.763, Cl119 1.765, H120 1.082
117 Cl -1.52374 -10.95273 1.95930  C116 1.764
118 Cl 0.38586 -13.05323 2.56946  C116 1.763
119 Cl 0.81599 -11.31705 0.28185  C116 1.765
120 H 0.73062 -10.73973 2.54722  C116 1.082
121 C -3.89163 -4.16096 -13.54710  Cl122 1.765, Cl123 1.766, Cl124 1.763, H125 1.082
122 Cl -5.59798 -3.99103 -13.96503  C121 1.765
123 Cl -3.39157 -2.88227 -12.43655  C121 1.766
124 Cl -3.57727 -5.75027 -12.85106  C121 1.763
125 H -3.31004 -4.06651 -14.45409  C121 1.082

The calculation puts the HOMO-LUMO gap at 7.87 eV. Its HOMO energy is -11.5 eV. Its charge is +1. As for the total energy: -831155.3204 eV. For the LUMO energy, the calculation gives -3.63 eV.

Asked for largest force on an atom across the records above, the calculation gives 4.14; 3.21 eV/A in order.